1.
C12H17Cl2NO4 in the gas phase at a distorted geometry. Source: OMol25; level of theory: ωB97M-V/def2-TZVPD.

The geometry in XYZ format:
```
36
Properties=species:S:1:pos:R:3:lowdin_charge:R:1
C 2.350 0.083 4.438 0.027
C 2.358 -0.072 3.064 -0.164
C 1.151 0.202 2.221 -0.150
C 0.930 -0.927 1.128 -0.585
Cl 0.826 -2.563 1.858 0.761
C 2.020 -0.831 0.031 -0.408
O 3.202 -1.138 0.169 0.066
C 1.550 0.114 -0.967 -0.469
Cl 2.660 0.969 -2.053 0.723
C 0.217 0.312 -0.742 -0.167
N -0.617 1.278 -1.298 0.060
C -0.277 2.175 -2.369 -0.204
C -0.379 1.427 -3.688 -0.242
O -1.731 0.994 -3.849 -0.069
C -0.350 -0.652 0.297 -0.407
O -0.847 -1.935 -0.242 -0.146
C -1.635 -1.824 -1.410 -0.078
O -1.448 0.020 0.941 -0.122
C -2.402 -0.771 1.675 -0.048
H 3.239 -0.078 4.996 0.032
H 1.470 0.353 5.041 0.061
H 3.285 -0.338 2.555 0.100
H 0.294 0.225 2.867 0.106
H 1.196 1.143 1.659 0.138
H -1.461 1.486 -0.750 0.156
H 0.687 2.647 -2.219 0.083
H -1.019 2.958 -2.396 0.125
H -0.073 2.167 -4.455 0.132
H 0.289 0.570 -3.749 0.098
H -1.954 0.429 -3.095 0.053
H -2.130 -2.773 -1.508 0.096
H -2.382 -1.032 -1.402 0.085
H -1.023 -1.654 -2.306 0.097
H -2.773 -0.213 2.545 0.097
H -1.971 -1.699 2.002 0.068
H -3.255 -1.052 1.011 0.099
```

The HOMO energy is -0.329 hartree. The total energy comes out at -1743.4762 Eh. The value obtained for the relative energy (zero: lowest compared OMol25 entry of this formula, charge and spin) is 3.96 kcal per mole. Its multiplicity is 1. Its largest force on an atom is 0.0615 hartree/bohr.

=====

2.
A molecular structure, C46H43N8O2V at a distorted geometry. Source: OMol25; level of theory: ωB97M-V/def2-TZVPD.

The geometry in XYZ format:
```
100
Properties=species:S:1:pos:R:3:mulliken_spin:R:1
V 0.309 0.080 -0.634 1.131
C -3.599 -1.266 0.620 -0.011
C -2.199 -0.791 0.893 0.130
N -1.383 -0.511 -0.088 -0.099
N -1.875 -0.532 -1.343 -0.022
C -0.990 -0.917 -2.239 -0.058
O 0.154 -1.364 -1.923 -0.035
C -1.455 -0.885 -3.643 0.005
C -2.819 -0.802 -3.919 0.000
C -3.265 -0.798 -5.226 0.001
C -2.356 -0.867 -6.271 -0.002
C -0.999 -0.941 -6.002 0.002
C -0.545 -0.949 -4.694 -0.010
C -1.718 -0.615 2.238 0.034
C -2.381 -1.169 3.347 0.043
C -1.838 -1.002 4.603 -0.016
C -0.670 -0.265 4.739 0.036
C -0.111 0.280 3.592 -0.007
N -0.598 0.112 2.380 0.043
H -3.857 -1.015 -0.407 0.003
H -4.311 -0.797 1.295 0.003
H -3.678 -2.348 0.730 0.009
H -3.513 -0.747 -3.094 0.000
H -4.327 -0.748 -5.427 0.000
H -2.711 -0.874 -7.292 0.000
H -0.290 -0.998 -6.814 0.000
H 0.514 -0.999 -4.475 0.005
H -3.293 -1.728 3.215 0.004
H -2.316 -1.435 5.469 0.000
H -0.210 -0.115 5.703 0.002
H 0.779 0.889 3.653 0.000
C 6.610 10.835 -5.619 0.000
O 5.321 10.899 -5.054 0.000
C 4.718 9.738 -4.682 -0.003
C 3.485 9.864 -4.033 0.002
C 2.792 8.751 -3.611 -0.003
C 3.315 7.475 -3.829 0.001
C 4.540 7.355 -4.487 -0.004
C 5.238 8.466 -4.909 0.002
C 2.672 6.252 -3.413 -0.013
N 3.176 5.066 -3.675 0.006
C 2.352 4.165 -3.091 -0.016
C 1.299 4.825 -2.446 -0.041
N 1.522 6.155 -2.675 0.007
C 0.295 4.158 -1.690 -0.044
C -0.804 4.731 -1.066 0.253
C -1.641 3.898 -0.309 0.057
C -1.349 2.555 -0.184 0.071
N -0.303 1.966 -0.765 0.133
C 0.506 2.753 -1.547 0.116
C 1.573 2.090 -2.176 0.064
N 1.670 0.760 -1.916 0.088
C 2.640 0.071 -2.496 -0.027
C 3.559 0.636 -3.366 0.103
C 3.500 2.004 -3.634 0.034
C 2.509 2.752 -3.019 0.022
H 6.930 11.869 -5.741 0.000
H 6.603 10.346 -6.600 0.000
H 7.308 10.313 -4.957 0.000
H 3.091 10.855 -3.872 0.000
H 1.836 8.877 -3.122 0.000
H 4.921 6.362 -4.660 0.000
H 6.180 8.333 -5.417 0.000
H 0.976 6.917 -2.308 0.002
H -1.017 5.787 -1.154 0.010
H -2.509 4.308 0.185 0.004
H -1.979 1.913 0.419 0.064
H 2.684 -0.983 -2.246 0.008
H 4.325 0.020 -3.812 0.000
H 4.202 2.479 -4.302 -0.003
C 1.934 2.923 1.336 0.002
C 3.298 2.304 1.617 -0.012
C 3.403 1.915 3.099 -0.005
C 3.678 1.059 0.847 -0.029
C 5.007 0.942 0.477 0.037
C 5.549 -0.259 0.056 -0.037
C 4.800 -1.412 0.225 0.018
C 3.474 -1.356 0.607 -0.026
C 2.813 -2.628 1.082 0.000
C 2.500 -2.473 2.575 -0.005
C 1.555 -3.053 0.329 0.014
C 2.823 -0.081 0.697 0.041
N 1.523 0.000 0.456 -0.107
H 1.753 3.737 2.040 -0.004
H 1.137 2.185 1.424 0.025
H 1.923 3.341 0.333 0.004
H 4.053 3.072 1.414 -0.001
H 2.722 1.093 3.300 0.002
H 3.146 2.759 3.734 -0.001
H 4.413 1.587 3.341 -0.001
H 5.641 1.816 0.528 0.000
H 6.566 -0.307 -0.301 -0.002
H 5.265 -2.375 0.071 0.000
H 3.556 -3.428 0.978 -0.001
H 1.794 -1.658 2.721 -0.001
H 3.408 -2.257 3.135 0.001
H 2.063 -3.391 2.964 0.000
H 0.710 -2.423 0.618 0.010
H 1.319 -4.091 0.569 0.001
H 1.700 -2.974 -0.747 -0.003
```

The HOMO energy (spin up / spin down) is -0.180 / -0.258 hartree. The expectation value of S² is 2.098. The total energy comes out at -3311.2816 Eh. The value obtained for the relative energy (zero: lowest compared OMol25 entry of this formula, charge and spin) is 64.98 kcal per mole. Its multiplicity is 3. Its largest force on an atom is 0.0739 hartree/bohr.

=====

3.
A molecular structure, C11H25AuClNO6P2 at a distorted geometry. Source: OMol25; level of theory: ωB97M-V/def2-TZVPD.

The geometry in XYZ format:
```
47
Properties=species:S:1:pos:R:3:mulliken_spin:R:1
C -0.960 1.010 -3.531 0.318
C -1.053 0.541 -2.199 -0.087
N -0.086 0.973 -1.296 0.319
C 0.710 2.011 -1.569 0.371
C 0.748 2.546 -2.858 0.013
C -0.055 1.999 -3.860 0.292
C -2.073 -0.339 -1.771 0.546
P -2.109 -0.778 -0.088 0.036
Au 0.074 -0.327 0.505 0.017
P 1.942 1.785 1.012 0.001
C 1.646 2.661 -0.534 -0.021
O -0.229 -3.139 -4.306 0.000
O -0.250 -5.838 0.213 0.000
H -1.634 0.560 -4.257 0.014
H 1.431 3.368 -3.045 0.002
H 0.059 2.339 -4.887 0.046
C -3.145 0.379 0.846 0.060
C -2.627 -2.456 0.314 0.006
H 2.627 2.841 -1.010 0.005
H 1.248 3.655 -0.263 0.018
H -0.361 -3.977 -4.746 0.000
H -2.827 -0.673 -2.484 0.007
C 2.266 2.810 2.441 0.006
C 3.206 0.533 0.827 0.009
H 0.577 -1.188 1.876 -0.006
H 0.631 -5.758 0.630 0.000
H -0.091 -6.419 -0.533 0.000
H 0.715 -2.941 -4.430 0.000
H 0.652 1.185 1.374 0.012
H 1.109 -1.464 1.330 0.014
H -4.206 0.096 0.762 -0.003
H -2.804 0.355 1.894 0.003
H -2.994 1.389 0.445 -0.003
H -3.596 -2.647 -0.169 0.002
H -1.883 -3.196 -0.019 0.001
H -2.721 -2.508 1.410 0.002
H 4.186 0.935 1.125 0.000
H 2.922 -0.305 1.479 0.001
H 3.235 0.203 -0.221 -0.003
H 3.311 3.157 2.430 -0.001
H 1.587 3.677 2.440 -0.002
H 2.070 2.184 3.330 -0.001
O -0.631 -0.202 5.643 0.001
Cl -0.248 0.165 4.298 0.001
O -0.898 1.407 3.882 0.000
O 1.207 0.313 4.195 -0.001
O -0.674 -0.925 3.374 0.003
```

The HOMO energy (spin up / spin down) is -0.159 / -0.271 hartree. The expectation value of S² is 2.021. The total energy comes out at -2218.4457 Eh. The value obtained for the relative energy (zero: lowest compared OMol25 entry of this formula, charge and spin) is 37.22 kcal per mole. Its multiplicity is 3. Its largest force on an atom is 0.0643 hartree/bohr.